The following is a quantum chemistry calculation of a cluster of 2 separate species, C3H7N2O2 in total in a non-equilibrium geometry, from the Open Molecules 2025 dataset.

Summary:
Kohn-Sham gap in eV: 9.94
Total energy in eV: -10289.4039
Energy above the lowest of the compared OMol25 structures with the same formula, charge and spin in kcal per mole: 78.6
HOMO level in eV: -13.605

Structure (ORCA input):
```
! wB97M-V def2-TZVPD RIJCOSX def2/J DEFGRID3
* xyz 1 1
O 1.07128 -1.61515 -1.42087
O -1.21199 0.88151 0.30340
N -0.09115 0.10273 0.35200
N -1.26417 -1.45284 1.42336
C 2.73485 0.02605 -1.99264
C 1.80967 -0.71202 -1.59608
C -0.16269 -1.07365 0.84690
H 0.79814 -1.54340 0.97858
H 3.70251 -0.47201 -2.10178
H -1.30450 -2.44937 1.85881
H -2.24917 -1.02982 1.43741
H 0.64793 0.41262 -0.13542
H -1.34558 1.25377 -0.54624
H 2.61713 1.03993 -2.08893
*
```

How is the electron density shared among the atoms? According to Mulliken, the charges in e are: -0.4273, -0.4234, 0.0925, -0.3903, -0.8411, 0.7293, 0.1853, 0.3709, 0.2625, 0.3027, 0.2981, 0.1741, 0.3512, 0.3155

***

The following is a quantum chemistry calculation of the ion C5H13N2O with charge +1 in a non-equilibrium geometry, from the Open Molecules 2025 dataset.

Summary:
Kohn-Sham gap in eV: 9.61
Structure (SMILES): [H]/N=C(/C)C[C@@](C)([NH3+])O
Total energy in eV: -10415.9487
Energy above the lowest of the compared OMol25 structures with the same formula, charge and spin in kcal per mole: 51.8
HOMO level in eV: -13.183

Structure (ORCA input):
```
! wB97M-V def2-TZVPD RIJCOSX def2/J DEFGRID3
* xyz 1 1
O 1.26087 -1.32793 0.31944
N 1.95012 0.90505 0.63283
N -3.00082 1.02898 0.12116
C -2.47389 -1.30565 -0.09763
C -0.52117 0.45160 0.43115
C 1.12949 0.10598 -1.57384
C 0.91900 -0.08192 -0.08645
C -2.16827 0.12879 0.09974
H -0.52547 0.25056 1.51011
H 2.15383 -0.12589 -1.85401
H 0.73172 -1.65388 1.05924
H -2.38728 -1.83331 0.85468
H 0.86775 1.11150 -1.88695
H -3.49598 -1.41013 -0.45468
H -2.74903 1.99811 0.26329
H 1.67130 1.10154 1.60282
H -0.48023 1.53497 0.29722
H 2.03549 1.78758 0.11451
H 2.86616 0.42922 0.63998
H -1.77947 -1.76094 -0.80595
H 0.48066 -0.58848 -2.10402
*
```

How is the electron density shared among the atoms? According to Mulliken, the charges in e are: -0.5371, -0.3147, -0.6472, -1.2001, -1.1861, -1.4552, 0.8379, 0.8117, 0.4510, 0.4431, 0.3954, 0.2875, 0.3966, 0.3823, 0.2367, 0.3504, 0.3603, 0.3628, 0.3807, 0.3001, 0.3437

***

The following is a quantum chemistry calculation of a cluster of 12 separate species, C48H45F24O36P in total in a non-equilibrium geometry, from the Open Molecules 2025 dataset.

Summary:
Kohn-Sham gap in eV: 7.76
Structure (SMILES): CCP(C)C1=C(CCC(F)(F)C(F)(F)C(F)(F)C(F)(F)C(F)(F)C(F)(F)F)C(=O)OC1=O.O=C1OC[C@@H](F)O1.O=C1OC[C@@H](F)O1.O=C1OC[C@@H](F)O1.O=C1OC[C@@H](F)O1.O=C1OC[C@@H](F)O1.O=C1OC[C@@H](F)O1.O=C1OC[C@@H](F)O1.O=C1OC[C@@H](F)O1.O=C1OC[C@@H](F)O1.O=C1OC[C@@H](F)O1.O=C1OC[C@@H](F)O1
Total energy in eV: -198726.4619
Energy above the lowest of the compared OMol25 structures with the same formula, charge and spin in kcal per mole: 0.0
HOMO level in eV: -8.732

Structure (ORCA input):
```
! wB97M-V def2-TZVPD RIJCOSX def2/J DEFGRID3
* xyz 0 1
P -4.56556 -0.60045 -3.93747
F -4.59927 0.84148 5.42399
F 3.92717 3.74788 6.09803
F 7.83554 5.06824 4.43860
F -0.09200 1.32422 -1.73863
F -7.44940 3.95109 1.28653
F 0.28257 5.40514 1.43679
F -1.06346 -0.60702 -0.15217
F 3.86624 1.67764 2.69293
F 1.05986 -0.97947 0.11364
F -12.53247 6.40803 -2.97862
F -1.50867 -4.81939 -0.42839
F 0.68569 0.65132 -3.65141
F 7.39898 -0.11489 -2.02337
F 2.95992 -0.28945 -1.64775
F 0.89246 -3.50597 -0.37698
F 0.17259 -8.50331 -3.36656
F -0.64010 -2.87271 1.04024
F 2.82046 1.53850 -2.78397
F 4.80815 -1.88190 4.75304
F -0.87787 -3.89040 -2.29743
F -0.89936 -1.11313 -2.76708
F 2.18048 1.50864 -0.73842
F 0.32196 -12.43906 -5.14886
F 1.12970 -1.87306 -2.61379
O -11.48289 3.44953 -4.40093
O 9.14958 6.89658 4.64639
O -10.72362 5.05763 -3.05335
O 6.54727 4.05613 -0.75141
O -3.26145 -1.83035 -6.62885
O -6.34473 3.61712 -2.98772
O -3.96478 0.72176 1.02449
O 1.73282 -8.80001 -7.51693
O 5.28075 -1.12823 1.27218
O 6.66679 3.15665 -2.81372
O 6.74340 3.93970 8.08000
O 3.47945 0.20568 7.14731
O -6.55302 3.64156 -0.75075
O 3.74474 -1.97386 6.74777
O -2.57320 -5.40996 -4.11215
O 4.37387 -13.89826 -4.04516
O -7.79979 5.02183 -1.97464
O -3.91042 0.61886 3.27808
O 7.91458 2.18911 7.28612
O 10.72304 8.28026 5.49423
O -2.61591 -3.73221 -5.62471
O 0.09570 -7.50573 -6.66733
O 3.19055 -12.15076 -3.25678
O 5.82225 2.60045 6.54816
O 2.24795 -13.54286 -4.72315
O -5.30597 2.03365 2.26964
O 5.74334 0.42492 2.81299
O 2.96741 -1.28615 8.75592
O 1.30754 -8.78136 -5.29740
O 6.84793 1.83520 -1.02414
O 7.10485 -1.36577 2.57640
O -1.68662 3.66885 3.66325
O 10.77658 6.07013 5.93333
O -3.69734 4.57983 3.22435
O -1.83024 5.37301 2.23761
O -9.49690 3.18572 -3.36937
C 6.93053 2.84583 7.30569
C 9.12502 5.49530 4.45899
C -4.34649 1.52543 4.28022
C 1.91877 -11.58629 -3.59989
C 3.81416 -1.33245 5.48753
C 0.62317 -7.85595 -4.47279
C 10.26861 7.19589 5.37454
C -3.54858 0.61186 -4.88552
C 6.67700 3.12012 -1.46237
C 6.60980 0.97612 -2.12845
C 9.86621 4.99704 5.67677
C -0.38025 3.83210 3.09561
C -11.77833 5.63502 -3.79740
C -4.36034 1.08956 2.08260
C -3.74223 -3.53303 -2.06810
C 2.21901 0.79691 -1.86513
C 4.78382 0.99740 1.95124
C 1.19205 -12.78355 -4.16828
C -4.24777 -0.11625 -2.19956
C 0.27089 -1.00165 -2.07735
C 0.74937 0.45839 -2.31785
C -7.07607 4.58970 0.15069
C -2.82734 -4.27647 -4.39740
C 3.35982 -1.04379 7.66749
C -4.81011 1.30484 -1.95968
C -8.24829 5.15393 -0.62344
C 6.98981 1.85073 -3.30256
C -5.60255 2.09825 3.66755
C 4.12077 0.09693 5.86973
C -2.52320 4.54515 3.05834
C -10.46670 3.82394 -3.58653
C -0.27855 -2.85428 -0.26758
C 1.10378 -8.40119 -6.59880
C -12.52936 4.41732 -4.28952
C 5.49168 4.53361 7.71690
C -2.72142 -2.92955 -1.08684
C 4.76019 3.36231 7.09768
C 6.14597 -0.76001 2.25321
C -3.45859 -3.26555 -3.51448
C -0.50189 -7.39003 -5.36719
C -0.45335 5.24518 2.55752
C 3.37912 -13.25958 -4.01191
C -6.85771 4.05337 -2.01532
C -1.37535 -3.61094 -1.06022
C -3.73642 -2.17623 -4.25855
C -3.23003 -2.46830 -5.63096
C 4.18114 -0.21636 1.28380
C -0.04741 -1.35120 -0.60329
H -4.71918 -3.10856 -1.83543
H -0.18034 6.02031 3.27520
H 5.65939 5.32521 6.98502
H 0.38834 3.69258 3.85006
H -0.81892 -6.37411 -5.17008
H 8.05863 1.78923 -3.50999
H -3.13122 -3.03060 -0.07940
H -6.29865 5.31554 0.39734
H 5.19134 0.26161 5.98084
H -4.04031 2.04648 -2.16264
H -4.12129 0.94821 -5.74352
H -8.46669 6.19184 -0.38807
H 0.66537 -13.39037 -3.42936
H -13.01945 4.56693 -5.24726
H -3.35242 1.46441 -4.23402
H 2.86657 -1.46927 4.96180
H 4.99362 4.94326 8.59090
H -3.56109 2.25378 4.46817
H -5.08600 1.38256 -0.91175
H -4.67184 -0.83105 -1.49483
H 6.42980 1.62992 -4.20676
H -2.58309 0.20743 -5.18128
H 10.40219 4.06759 5.50698
H 5.56488 0.65909 -2.12059
H 3.71724 0.82506 5.17054
H 9.19844 4.87222 6.53093
H 3.36615 -0.63485 1.87873
H 2.05579 -10.80622 -4.34614
H -0.23962 3.10930 2.29121
H 3.82597 -0.01832 0.28208
H -11.35934 6.26093 -4.58689
H 5.27594 1.69168 1.26767
H -13.26105 4.08214 -3.55308
H -6.47126 1.47589 3.88779
H 9.59313 5.25101 3.50451
H -3.78736 -4.61554 -1.92903
H 4.20264 2.74390 7.80306
H -1.36420 -8.05399 -5.30041
H -5.67051 1.46860 -2.60065
H -9.14691 4.55149 -0.48040
H -5.79968 3.12078 3.97296
H -3.17528 -0.07509 -1.98039
H 1.43481 -11.16401 -2.72316
H -2.63836 -1.86674 -1.27913
H 1.31438 -7.07039 -4.16332
*
```

Mulliken atomic charge list, values in e, 99 entries: -0.3476, -0.3235, -0.3118, -0.2477, -0.1853, -0.3174, -0.2706, -0.2022, -0.2888, -0.1095, -0.2758, -0.3765, -0.3484, -0.3074, -0.3087, -0.2851, -0.3044, -0.3153, -0.3154, -0.2835, -0.2841, 0.0852, -0.2452, -0.2652, -0.2673, -0.3461, -0.3062, -0.2711, -0.5043, -0.5206, -0.5064, -0.3823, -0.5018, -0.3691, -0.3371, -0.3546, -0.3468, -0.0562, -0.3407, -0.5918, -0.4965, -0.2929, -0.3537, -0.5091, -0.4920, -0.3533, -0.3431, -0.3486, -0.0970, -0.3154, -0.1265, -0.2686, -0.5108, -0.2597, -0.2723, -0.5248, -0.2992, -0.3264, -0.4952, -0.3138, -0.4093, 0.5561, 0.3227, 0.6248, -0.1260, 0.4528, 0.3418, 0.6012, -1.0857, 0.6600, 0.8569, -0.2075, -0.2238, 0.2895, 0.4668, -1.9041, 0.7008, 0.4818, 0.2877, 0.8372, 0.5518, 0.2775, 0.2553, 0.1329, 0.5157, -1.4756, -0.4679, -0.4593, -0.5412, -0.0803, 0.6447, 0.5918, 0.4193, 0.5775, -0.4574, -0.4123, 0.4860, 0.2490, 0.5993

***

The following is a quantum chemistry calculation of an isolated molecule of C4H10BNO in a non-equilibrium geometry, from the Open Molecules 2025 dataset.

Summary:
Kohn-Sham gap in eV: 9.62
Structure (SMILES): C/C=C(\C)B(N)O
Total energy in eV: -8524.7894
Energy above the lowest of the compared OMol25 structures with the same formula, charge and spin in kcal per mole: 9.4
HOMO level in eV: -9.112

Structure (ORCA input):
```
! wB97M-V def2-TZVPD RIJCOSX def2/J DEFGRID3
* xyz 0 1
O -2.67280 0.87904 0.06802
N -2.04258 -1.59349 -0.17161
C 1.01796 -0.70517 -0.26509
C 0.30504 1.50737 0.61079
C 2.42561 -0.17196 -0.24835
C -0.01517 0.13459 0.12918
B -1.49307 -0.30484 -0.05796
H -2.99329 -1.70617 -0.60119
H 0.48152 1.56176 1.67740
H -1.69415 -2.41250 0.30672
H -3.37936 0.31284 -0.28456
H 0.94699 -1.63372 -0.69313
H 3.18854 -0.97735 -0.51145
H 2.85694 0.43600 0.53781
H -0.58204 2.16743 0.48744
H 2.54982 0.53999 -1.09098
H 1.10004 1.96618 0.10697
*
```

How is the electron density shared among the atoms? According to Mulliken, the charges in e are: -0.6155, -0.3741, -0.1599, -1.3388, -1.2887, 0.3186, 0.3285, 0.1727, 0.3013, 0.2200, 0.2173, 0.4987, 0.2831, 0.3686, 0.3400, 0.3376, 0.3905